1 | Formula: C4H8Br2O
Source: the Open Molecules 2025 dataset
Level of theory: ωB97M-V/def2-TZVPD

HOMO level: -9.5 eV
2S+1: 1

Atoms and positions in Å:
1 C -0.64 -0.96 -1.42
2 C -1.55 -0.50 -0.55
3 Br -2.21 -1.45 0.96
4 C -2.11 0.81 -0.65
5 Br -2.69 1.07 -2.56
6 H -0.13 -1.82 -1.14
7 H -0.45 -0.36 -2.32
8 H -3.12 0.94 -0.17
9 H -1.47 1.67 -0.63
10 C 1.36 0.62 1.78
11 O 1.37 -0.79 1.88
12 H 2.26 1.05 1.99
13 H 0.76 1.14 2.57
14 H 0.97 0.93 0.79
15 H 1.90 -1.12 1.13

=====

2 | Formula: C4H8Br2O
Source: the Open Molecules 2025 dataset
Level of theory: ωB97M-V/def2-TZVPD

HOMO level: -9.0 eV
2S+1: 1

Atoms and positions in Å:
1 C 1.89 -0.86 -1.64
2 C -1.90 -0.07 1.75
3 C 0.85 0.03 -0.91
4 C -1.13 0.90 0.99
5 O 0.04 -0.62 -0.19
6 Br 1.91 1.29 0.38
7 Br -1.99 1.40 -0.54
8 H 2.65 -0.23 -1.93
9 H 1.62 -1.35 -2.65
10 H 2.21 -1.72 -0.97
11 H -2.21 -0.86 1.12
12 H -2.77 0.33 2.26
13 H -1.18 -0.57 2.53
14 H 0.33 0.89 -1.53
15 H -0.32 1.45 1.32

=====

Last place for stability: 2

=====

1 | Formula: C39H42CdN7O3S6
Source: the Open Molecules 2025 dataset
Level of theory: ωB97M-V/def2-TZVPD

HOMO level: -3.8 eV
Net charge: -1
2S+1: 1

Atoms and positions in Å:
1 Cd 0.01 0.61 0.08
2 C -2.72 -2.72 4.23
3 C -2.63 -1.54 4.97
4 C -1.91 -0.46 4.49
5 C -1.30 -0.56 3.24
6 C -1.40 -1.72 2.50
7 C -2.11 -2.81 2.99
8 N -0.53 0.49 2.65
9 N -0.34 1.47 3.38
10 C 0.48 2.48 2.80
11 C 0.94 3.45 3.66
12 C 1.81 4.42 3.16
13 C 2.16 4.37 1.83
14 C 1.61 3.37 1.03
15 N 0.78 2.45 1.50
16 H -3.28 -3.56 4.63
17 H -3.11 -1.47 5.94
18 H -1.83 0.46 5.05
19 H -0.93 -1.79 1.53
20 H -2.17 -3.71 2.41
21 H 0.63 3.43 4.70
22 H 2.20 5.19 3.81
23 H 2.83 5.09 1.39
24 H 1.81 3.33 -0.03
25 O -3.40 5.45 2.37
26 C -2.97 4.60 1.63
27 S -1.77 4.88 0.36
28 C -1.68 3.24 -0.27
29 C -2.48 2.34 0.34
30 S -2.52 0.61 -0.01
31 S -3.48 2.91 1.66
32 S -0.50 2.89 -1.49
33 C 5.75 -5.55 1.01
34 C 5.12 -4.19 0.98
35 C 3.74 -4.03 0.96
36 C 3.16 -2.77 0.93
37 C 3.97 -1.65 0.90
38 C 5.35 -1.78 0.91
39 C 5.92 -3.04 0.96
40 S 3.20 -0.05 0.86
41 O 4.25 0.91 0.64
42 O 2.42 0.06 2.07
43 N 2.15 -0.13 -0.35
44 C 2.58 -0.26 -1.65
45 C 3.89 -0.37 -2.09
46 C 4.20 -0.56 -3.45
47 C 3.24 -0.63 -4.41
48 C 1.88 -0.49 -4.03
49 C 0.81 -0.51 -4.95
50 C -0.47 -0.34 -4.51
51 C -0.70 -0.15 -3.14
52 N 0.27 -0.18 -2.26
53 C 1.55 -0.32 -2.66
54 H 5.00 -6.33 0.95
55 H 6.32 -5.70 1.93
56 H 6.44 -5.69 0.18
57 H 3.10 -4.91 0.97
58 H 2.09 -2.67 0.91
59 H 5.97 -0.89 0.89
60 H 7.00 -3.15 0.96
61 H 4.70 -0.29 -1.38
62 H 5.25 -0.65 -3.72
63 H 3.49 -0.77 -5.46
64 H 1.03 -0.64 -6.00
65 H -1.30 -0.31 -5.21
66 H -1.69 0.04 -2.74
67 C -3.27 -5.76 -2.15
68 C -4.39 -4.79 -1.77
69 C -4.10 -3.33 -2.12
70 C -2.85 -2.77 -1.47
71 N -1.66 -3.03 -2.27
72 C -0.45 -3.36 -1.79
73 S -0.18 -3.81 -0.20
74 N 0.54 -3.33 -2.71
75 C 1.95 -3.59 -2.41
76 C 2.33 -5.06 -2.34
77 C 2.10 -5.86 -3.63
78 C 0.66 -6.30 -3.86
79 H -3.54 -6.78 -1.91
80 H -2.35 -5.53 -1.61
81 H -3.05 -5.71 -3.22
82 H -4.57 -4.86 -0.70
83 H -5.32 -5.10 -2.26
84 H -4.96 -2.72 -1.82
85 H -4.02 -3.23 -3.21
86 H -2.68 -3.23 -0.49
87 H -2.94 -1.69 -1.30
88 H -1.70 -2.70 -3.22
89 H 0.36 -2.83 -3.57
90 H 2.19 -3.10 -1.46
91 H 2.53 -3.09 -3.19
92 H 1.78 -5.53 -1.52
93 H 3.39 -5.09 -2.07
94 H 2.74 -6.75 -3.60
95 H 2.45 -5.27 -4.49
96 H 0.28 -6.82 -2.98
97 H 0.59 -6.98 -4.71
98 H 0.00 -5.46 -4.04

=====

2 | Formula: C39H42CdN7O3S6
Source: the Open Molecules 2025 dataset
Level of theory: ωB97M-V/def2-TZVPD

HOMO level: -4.4 eV
Net charge: -1
2S+1: 1

Atoms and positions in Å:
1 Cd -0.38 -0.73 0.92
2 C -1.63 -1.33 -4.77
3 C -0.81 -2.42 -4.53
4 C -0.58 -2.85 -3.24
5 C -1.18 -2.17 -2.19
6 C -1.99 -1.06 -2.41
7 C -2.22 -0.65 -3.71
8 N -0.89 -2.50 -0.84
9 N -0.76 -3.70 -0.60
10 C -0.36 -4.00 0.74
11 C -0.07 -5.32 1.02
12 C 0.37 -5.64 2.29
13 C 0.49 -4.63 3.23
14 C 0.16 -3.33 2.86
15 N -0.26 -3.03 1.64
16 H -1.80 -0.99 -5.79
17 H -0.33 -2.93 -5.36
18 H 0.08 -3.68 -3.02
19 H -2.40 -0.53 -1.56
20 H -2.85 0.21 -3.90
21 H -0.17 -6.06 0.24
22 H 0.62 -6.66 2.55
23 H 0.84 -4.83 4.24
24 H 0.25 -2.50 3.55
25 O -3.22 4.98 2.77
26 C -2.88 3.96 2.21
27 S -1.59 3.86 1.01
28 C -1.70 2.14 0.68
29 C -2.63 1.45 1.37
30 S -2.88 -0.28 1.40
31 S -3.62 2.38 2.49
32 S -0.51 1.48 -0.43
33 C 3.55 1.57 -5.07
34 C 3.37 0.80 -3.79
35 C 2.11 0.43 -3.35
36 C 1.94 -0.28 -2.18
37 C 3.05 -0.64 -1.42
38 C 4.32 -0.27 -1.84
39 C 4.47 0.45 -3.02
40 S 2.82 -1.64 0.03
41 O 1.96 -2.73 -0.39
42 O 4.14 -1.98 0.51
43 N 1.97 -0.78 1.06
44 C 2.52 0.28 1.76
45 C 3.82 0.76 1.65
46 C 4.27 1.86 2.42
47 C 3.45 2.52 3.28
48 C 2.11 2.08 3.42
49 C 1.19 2.72 4.28
50 C -0.09 2.24 4.39
51 C -0.44 1.10 3.65
52 N 0.39 0.49 2.85
53 C 1.65 0.96 2.69
54 H 2.69 1.44 -5.73
55 H 4.44 1.24 -5.61
56 H 3.64 2.64 -4.87
57 H 1.24 0.69 -3.94
58 H 0.95 -0.57 -1.86
59 H 5.17 -0.57 -1.25
60 H 5.47 0.73 -3.34
61 H 4.52 0.27 0.99
62 H 5.29 2.18 2.29
63 H 3.79 3.37 3.85
64 H 1.51 3.60 4.82
65 H -0.82 2.73 5.02
66 H -1.45 0.69 3.71
67 C -1.44 6.45 -3.36
68 C -2.34 5.22 -3.47
69 C -1.77 3.96 -2.81
70 C -0.86 3.13 -3.71
71 N 0.33 3.82 -4.17
72 C 1.44 4.09 -3.44
73 S 2.63 5.10 -4.13
74 N 1.51 3.56 -2.23
75 C 2.67 3.57 -1.35
76 C 2.36 4.09 0.05
77 C 2.27 5.61 0.18
78 C 1.14 6.26 -0.62
79 H -1.89 7.32 -3.84
80 H -0.46 6.29 -3.81
81 H -1.27 6.70 -2.31
82 H -2.56 5.01 -4.52
83 H -3.30 5.46 -3.00
84 H -2.58 3.30 -2.48
85 H -1.24 4.24 -1.90
86 H -1.41 2.83 -4.60
87 H -0.58 2.22 -3.19
88 H 0.29 4.34 -5.04
89 H 0.71 3.05 -1.85
90 H 3.45 4.16 -1.84
91 H 3.04 2.54 -1.27
92 H 3.14 3.73 0.71
93 H 1.43 3.62 0.40
94 H 3.22 6.05 -0.12
95 H 2.14 5.85 1.24
96 H 1.33 6.20 -1.69
97 H 1.04 7.32 -0.36
98 H 0.19 5.77 -0.41

=====

Last place for stability: 1

=====

1 | Formula: C3H6INO2
Source: the Open Molecules 2025 dataset
Level of theory: ωB97M-V/def2-TZVPD

HOMO level: -9.9 eV
2S+1: 1

Atoms and positions in Å:
1 C 1.26 -1.34 -0.17
2 C 0.64 0.02 -0.57
3 C -0.96 0.20 0.36
4 I -2.91 -0.45 -0.27
5 N -0.97 1.64 0.35
6 O -0.27 2.13 1.25
7 O -1.64 2.26 -0.42
8 H 1.86 -1.47 0.84
9 H 1.79 -1.75 -1.02
10 H 0.39 -2.06 -0.01
11 H 0.39 0.11 -1.66
12 H 1.10 0.84 -0.12
13 H -0.67 -0.10 1.41

=====

2 | Formula: C3H6INO2
Source: the Open Molecules 2025 dataset
Level of theory: ωB97M-V/def2-TZVPD

HOMO level (spin up / spin down): -7.5 / -7.5 eV
2S+1: 1

Atoms and positions in Å:
1 C 0.19 1.42 -0.01
2 C -1.43 -0.99 -0.76
3 C 0.14 0.16 0.74
4 N -0.62 -0.87 0.42
5 O 1.28 2.16 0.18
6 O -0.72 1.79 -0.72
7 I 3.91 -0.65 0.10
8 H -2.48 -0.82 -0.52
9 H -1.13 -0.25 -1.50
10 H -1.31 -1.99 -1.17
11 H 0.78 0.05 1.61
12 H 2.02 1.67 0.59
13 H -0.63 -1.67 1.04

=====

Last place for stability: 1

=====

1 | Formula: C2H5N4O2
Source: the Open Molecules 2025 dataset
Level of theory: ωB97M-V/def2-TZVPD

HOMO level: -4.2 eV
Net charge: -1
2S+1: 1

Atoms and positions in Å:
1 C -1.04 -0.82 0.90
2 C -1.29 0.28 -0.02
3 N 1.38 0.31 -0.08
4 N -2.25 1.91 -1.55
5 N -1.62 1.07 -0.83
6 N 2.18 -0.65 0.20
7 O 3.42 -0.58 -0.02
8 O 1.78 -1.78 0.70
9 H -1.49 -1.69 0.59
10 H -1.32 -0.50 1.84
11 H 0.07 -1.01 0.91
12 H 1.88 1.14 -0.19
13 H -1.70 2.32 -2.44

=====

2 | Formula: C2H5N4O2
Source: the Open Molecules 2025 dataset
Level of theory: ωB97M-V/def2-TZVPD

HOMO level: -4.0 eV
Net charge: -1
2S+1: 1

Atoms and positions in Å:
1 C -0.69 -0.98 -1.14
2 C 0.10 -0.11 -0.29
3 N 0.15 1.23 -0.70
4 N -0.19 -1.30 1.68
5 N -0.21 -0.15 1.12
6 N 0.75 2.03 0.11
7 O 1.09 1.55 1.22
8 O 0.99 3.21 -0.13
9 H -0.47 -2.00 -0.97
10 H -0.72 -0.84 -2.13
11 H -1.66 -0.80 -0.81
12 H 1.51 -0.69 -0.49
13 H -0.65 -1.16 2.53

=====

Last place for stability: 2